# 1
The ion C4H8NO with charge +1 at a distorted geometry, computed with ωB97M-V/def2-TZVPD.

Calculated values
- Total charge: +1
- HOMO energy: -15.07 eV
- ΔE to the lowest compared entry with this formula, charge and spin: 248.7 kJ/mol
- Frontier orbital gap: 0.441 Ha

XYZ file:
```
14
Properties=species:S:1:pos:R:3:forces:R:3
C -0.4655 1.4557 1.6165 -1.90 -2.81 2.66
C -0.6607 0.2273 1.2172 0.72 -0.82 -0.47
N -0.4864 -0.1547 -0.1678 -3.26 -3.41 -0.74
C 0.2816 0.4280 -1.2542 -1.28 1.83 -2.70
C 0.7158 -0.8125 -0.6815 2.18 0.07 0.65
O 0.5631 -2.0180 -1.2020 1.05 -3.15 -1.75
H -0.8058 1.5164 2.6280 0.52 0.45 0.90
H -0.3581 2.3479 1.1748 0.78 2.77 -2.23
H -0.8301 -0.6641 1.8702 -0.06 1.08 -0.65
H -1.2822 -0.7653 -0.5647 1.05 1.38 1.03
H 0.6504 1.4047 -0.9700 0.64 -0.19 -0.29
H -0.2285 0.3591 -2.2567 0.45 0.31 1.26
H 1.5084 -0.6936 -0.0251 1.48 0.06 1.47
H 1.3980 -2.6310 -1.3847 -2.37 2.44 0.87
```
Forces are in eV/Å.

# 2
A cluster of 4 separate species, C2H12O4 in total at a distorted geometry, computed with ωB97M-V/def2-TZVPD.

Calculated values
- HOMO energy: -10.38 eV
- ΔE to the lowest compared entry with this formula, charge and spin: 185.1 kJ/mol
- Frontier orbital gap: 0.409 Ha

XYZ file:
```
18
Properties=species:S:1:pos:R:3:forces:R:3
C -0.0089 1.5921 1.0662 0.08 0.82 1.07
O -0.0115 0.1375 0.9000 -0.22 2.22 -0.33
H 0.3679 2.2293 0.1955 -0.25 -1.52 0.98
H -1.0097 1.9968 1.3174 0.10 -0.66 -0.53
H 0.5396 1.8569 2.0093 0.06 -0.30 -1.04
H 0.3818 -0.2766 1.6627 0.17 -0.17 0.72
C 0.0414 0.5887 -1.8845 0.25 1.24 -3.03
O -0.0609 1.9757 -2.1773 -0.21 1.64 0.45
H 0.5291 0.1971 -2.7832 -0.42 -1.05 0.31
H 0.6622 0.4592 -1.0662 1.47 0.09 1.22
H -0.8813 0.1744 -1.5748 -1.24 -0.67 -0.29
H -0.4309 2.2716 -3.0328 0.23 -1.17 0.72
O 0.0238 -2.0838 2.3440 -0.27 -1.54 -0.24
H -0.3145 -2.5596 1.5466 0.18 0.70 0.46
H 0.3823 -2.8528 2.8131 0.14 0.55 0.29
O 0.0145 -2.2469 -0.2961 -0.11 -0.03 0.17
H -0.1102 -1.3999 0.1896 0.14 -0.19 -1.01
H -0.1148 -2.0596 -1.2294 -0.09 0.03 0.09
```
Forces are in eV/Å.

# 3
The molecule C11H16BO4P at a distorted geometry, computed with ωB97M-V/def2-TZVPD.

Calculated values
- HOMO energy: -8.37 eV
- Frontier orbital gap: 0.244 Ha

XYZ file:
```
33
Properties=species:S:1:pos:R:3:forces:R:3
C 1.6239 -4.2402 0.7203 -0.78 0.31 0.56
C 0.6112 -3.4660 -0.3537 2.60 0.08 -0.30
O -0.7700 -3.9389 -0.3040 -0.42 1.54 -1.28
B -1.7224 -3.1632 -1.0813 1.08 -0.73 -0.91
O -2.3618 -3.7701 -2.2507 2.03 2.00 1.41
C -1.8218 -1.5804 -0.5776 -1.05 1.60 4.47
C -2.3071 -1.3013 0.8400 2.43 0.67 -4.06
C -1.9243 0.1998 1.4319 1.20 -0.26 5.84
O -2.1007 0.4656 2.7399 0.53 -1.50 -7.90
C -0.8332 1.1460 0.6625 1.75 -0.93 -5.40
P 0.1351 2.6277 1.4740 -0.86 0.19 1.05
C -0.8481 4.0968 0.6982 -1.02 0.64 -0.34
C 1.9768 2.6866 0.8847 0.65 -0.70 -1.99
C 2.2481 3.6321 -0.4258 1.05 -0.45 0.36
C -0.4058 0.8734 -0.7701 -2.93 -1.44 4.15
C -1.3095 -0.3160 -1.4417 -2.65 1.68 -2.62
O -1.8936 -0.0949 -2.5768 3.15 -1.35 4.85
H 2.7449 -3.8655 0.6393 -2.45 -0.73 -0.26
H 1.2758 -3.8892 1.8049 0.66 -1.08 -2.29
H 1.5828 -5.4211 0.6186 0.02 2.63 0.23
H 1.0360 -3.6187 -1.4587 -0.96 0.18 2.31
H 0.7902 -2.3344 -0.1046 -0.97 -1.87 -0.43
H -2.1044 -3.2738 -3.0836 -0.83 -0.56 1.50
H -2.7449 -2.1563 1.5345 1.00 2.27 -1.50
H -0.1704 5.0459 0.4630 -1.56 -2.13 0.60
H -1.4281 3.7499 -0.2535 1.30 0.78 1.50
H -1.7094 4.3845 1.4772 2.14 -0.54 -1.60
H 2.7271 2.9768 1.7369 -1.92 -0.55 -1.35
H 2.2281 1.5691 0.5533 -0.38 2.32 0.83
H 3.4228 3.7254 -0.5464 -2.41 -0.19 0.07
H 1.8437 4.7269 -0.3051 0.59 -2.33 -0.36
H 1.8315 3.0609 -1.3582 0.69 1.54 1.61
H 0.3771 1.4626 -1.3875 -1.67 -1.09 1.25
```
Forces are in eV/Å.

# 4
A structure of composition C43H54F3InN4O15P2Se at a distorted geometry, computed with ωB97M-V/def2-TZVPD.

Calculated values
- Total charge: -2
- HOMO energy: -3.22 eV
- ΔE to the lowest compared entry with this formula, charge and spin: 46.8 kJ/mol
- Frontier orbital gap: 0.254 Ha

XYZ file:
```
123
Properties=species:S:1:pos:R:3:forces:R:3
In 1.1465 -0.3602 0.0327 0.86 0.25 0.57
C -4.9049 3.5735 -2.6699 0.00 -0.02 0.00
C -4.6385 2.1433 -3.1641 -0.01 0.00 0.01
C -4.8126 2.0899 -4.6898 -0.01 -0.01 0.00
C -5.6862 1.2208 -2.5361 0.08 0.02 0.01
C -3.2157 1.7271 -2.7911 -0.01 -0.03 -0.02
C -2.9304 0.6505 -1.9737 0.04 -0.05 0.06
C -1.6168 0.3109 -1.6714 0.00 0.04 -0.03
Se -1.2879 -1.2220 -0.5585 -0.40 -0.16 -0.24
C -2.0153 -0.5744 1.0878 0.07 -0.16 0.17
C -3.3654 -0.8068 1.3339 0.04 0.01 -0.10
C -3.9388 -0.4660 2.5426 -0.04 0.03 -0.01
C -3.0671 -0.0018 3.5369 -0.01 0.00 -0.02
C -1.7132 0.2085 3.3493 0.04 -0.05 -0.07
C -1.1504 0.0051 2.0424 0.18 0.09 0.01
O 0.0854 0.3407 1.7836 -0.39 -0.18 -0.18
C -0.8131 0.6170 4.5170 0.06 0.01 0.00
C -0.2180 2.0139 4.2885 -0.02 0.01 0.00
C -1.5788 0.6520 5.8425 -0.01 -0.01 0.04
C 0.3166 -0.4188 4.6658 0.05 0.11 -0.07
C -5.4340 -0.6083 2.8322 0.05 -0.05 0.08
C -6.2182 -1.0134 1.5842 0.04 -0.04 -0.03
C -5.9939 0.7339 3.3278 0.00 0.00 -0.02
C -5.6545 -1.6810 3.9127 0.02 0.06 -0.04
C -0.5096 1.0150 -2.1763 0.07 0.07 -0.03
O 0.7213 0.6586 -1.9014 -0.33 -0.07 0.28
C -0.7998 2.1353 -3.0237 0.09 0.01 -0.02
C -2.1211 2.4409 -3.2972 -0.04 0.01 0.01
C 0.3420 2.9595 -3.6311 0.12 -0.08 0.06
C 1.1806 2.0552 -4.5544 -0.04 0.02 0.09
C -0.1731 4.1289 -4.4714 -0.01 0.00 -0.04
C 1.2305 3.5490 -2.5183 -0.05 -0.08 -0.04
H -5.9330 3.8768 -2.8998 0.06 0.00 0.00
H -4.2226 4.2870 -3.1385 -0.04 -0.03 0.03
H -4.7575 3.6291 -1.5884 -0.02 0.02 -0.05
H -5.8406 2.3460 -4.9714 0.06 0.01 0.02
H -4.5934 1.0837 -5.0565 -0.02 0.05 -0.01
H -4.1375 2.7867 -5.1925 -0.03 -0.05 0.02
H -6.6872 1.5473 -2.8313 0.01 -0.01 0.01
H -5.6272 1.2442 -1.4447 -0.02 -0.03 -0.05
H -5.5513 0.1884 -2.8689 -0.03 0.03 0.04
H -3.7185 0.0447 -1.5429 -0.01 0.04 -0.04
H -3.9504 -1.2699 0.5480 0.01 0.04 0.04
H -3.4800 0.1898 4.5212 0.00 -0.01 -0.09
H -1.0199 2.7462 4.1461 0.03 -0.03 0.04
H 0.4282 2.0409 3.4174 0.03 0.00 -0.08
H 0.3742 2.3156 5.1608 -0.04 -0.02 -0.05
H -2.3729 1.4054 5.8325 0.05 -0.04 0.03
H -0.8806 0.9145 6.6416 -0.02 -0.01 -0.01
H -2.0208 -0.3206 6.0835 0.01 0.06 0.00
H 0.8882 -0.5042 3.7423 -0.02 -0.03 0.03
H -0.1036 -1.4001 4.9146 0.01 0.03 0.04
H 0.9981 -0.1196 5.4699 -0.06 -0.04 -0.02
H -6.0620 -0.2981 0.7721 -0.02 -0.04 0.03
H -7.2873 -1.0421 1.8134 0.02 -0.01 -0.01
H -5.9202 -2.0048 1.2319 -0.03 0.06 0.00
H -5.8496 1.5060 2.5671 -0.02 -0.02 0.04
H -5.4887 1.0632 4.2379 -0.03 0.00 -0.03
H -7.0656 0.6501 3.5432 0.06 0.00 -0.01
H -5.2143 -2.6283 3.5926 -0.04 0.02 0.03
H -6.7245 -1.8323 4.0989 0.06 0.01 0.01
H -5.1795 -1.3898 4.8531 -0.02 -0.03 -0.04
H -2.3283 3.2848 -3.9468 0.01 -0.07 0.07
H 0.5764 1.7107 -5.3999 0.03 0.02 0.03
H 1.5355 1.1848 -4.0057 0.03 -0.01 -0.02
H 2.0461 2.6027 -4.9456 -0.06 -0.02 0.01
H -0.7611 3.7840 -5.3284 0.03 0.06 0.04
H 0.6828 4.6916 -4.8543 -0.03 -0.01 0.00
H -0.7855 4.8108 -3.8739 0.03 -0.01 -0.06
H 1.5688 2.7783 -1.8300 0.01 -0.01 0.03
H 0.6731 4.2940 -1.9427 0.03 -0.03 -0.03
H 2.1065 4.0366 -2.9617 -0.06 0.02 0.01
O 2.3912 2.6372 2.2945 -0.05 -0.05 -0.20
C 2.7488 1.8236 1.4591 0.14 0.11 -0.07
O 2.1361 1.5203 0.3563 -0.09 -0.13 0.23
C 4.1268 1.2035 1.5882 -0.13 -0.27 -0.12
C 5.1270 2.0264 2.0005 0.17 0.21 0.16
C 6.4668 1.6041 1.9984 -0.24 0.06 0.02
C 6.7818 0.3450 1.5632 0.28 -0.05 0.04
C 5.7880 -0.5351 1.1764 -0.67 0.37 -0.18
C 4.3643 -0.1701 1.1805 0.18 -0.42 -0.19
O 3.4242 -0.9451 0.8400 0.37 0.22 0.17
N 6.2907 -1.7966 0.6871 0.38 -0.33 0.48
O 5.5904 -2.7944 0.7182 -0.65 -0.12 -0.11
O 7.4639 -1.8490 0.3354 -0.07 0.06 -0.24
N 7.5169 2.4947 2.4231 0.17 0.05 0.10
O 8.6773 2.0948 2.4009 -0.16 0.01 -0.02
O 7.2101 3.6190 2.7946 -0.02 -0.07 -0.05
H 4.8763 3.0269 2.3247 -0.02 -0.01 -0.01
H 7.8132 0.0293 1.5314 -0.04 0.01 -0.02
N 2.9421 -4.2232 0.6999 -0.10 0.36 -0.08
C 1.5960 -4.8702 0.9137 -0.46 0.12 -0.15
C 1.7188 -6.1505 1.7200 0.18 -0.01 0.03
P 1.0111 -5.2155 -0.8295 0.15 0.18 -0.35
O -0.4268 -5.8878 -0.5691 0.01 0.28 0.11
O 1.9956 -6.1850 -1.3862 -0.09 -0.17 0.14
O 0.8872 -3.8551 -1.4340 0.04 0.25 -0.03
P 0.4468 -3.6048 1.6273 0.35 0.40 0.63
O 0.6077 -4.0206 3.1991 -0.21 0.42 0.17
O -0.9652 -3.8089 1.2133 0.03 -0.18 -0.31
O 1.1006 -2.2373 1.4833 0.03 -0.41 -0.73
H 3.3305 -4.5245 -0.1974 0.04 -0.07 -0.08
H 3.6260 -4.4143 1.4216 0.10 -0.17 0.27
H 2.8366 -3.1963 0.6955 -0.01 0.23 -0.10
H 2.2614 -6.9037 1.1431 -0.01 0.04 -0.01
H 0.7198 -6.5344 1.9219 0.03 0.01 0.01
H 2.2178 -5.9806 2.6781 -0.06 0.01 0.00
H -0.9724 -5.1874 -0.1327 0.16 -0.25 -0.06
H 0.0977 -3.3819 3.7274 0.22 -0.23 -0.11
F 4.1652 0.3239 -6.4118 0.13 -0.03 0.02
C 5.0220 -0.1259 -5.4691 0.08 0.01 -0.03
F 5.9884 0.8065 -5.3423 -0.10 -0.12 -0.10
F 5.6027 -1.2358 -5.9715 -0.03 0.14 -0.02
C 4.3196 -0.3959 -4.1752 -0.06 -0.03 0.04
C 3.6320 -1.5828 -3.9974 0.07 0.00 0.04
C 2.9265 -1.7687 -2.8167 -0.18 0.12 0.07
N 2.9003 -0.8526 -1.8452 -0.17 0.18 -0.18
C 3.5699 0.2921 -2.0304 0.03 -0.19 0.10
C 4.2925 0.5632 -3.1793 0.05 -0.01 0.02
H 3.6372 -2.3545 -4.7551 -0.04 0.01 0.02
H 2.3277 -2.6588 -2.6663 -0.05 -0.11 0.21
H 3.4986 1.0222 -1.2309 -0.04 -0.07 -0.04
H 4.8129 1.5045 -3.2928 -0.04 -0.02 0.04
```
Forces are in eV/Å.

# 5
The molecule C4H4 at a distorted geometry, computed with ωB97M-V/def2-TZVPD.

Calculated values
- HOMO energy: -9.45 eV
- ΔE to the lowest compared entry with this formula, charge and spin: 29.2 kJ/mol
- Frontier orbital gap: 0.384 Ha

XYZ file:
```
8
Properties=species:S:1:pos:R:3:forces:R:3
C 1.9406 -0.1339 -0.0626 -4.08 0.55 0.85
C 0.7335 0.0888 0.0742 2.92 0.05 -0.94
C -0.6492 0.4720 0.0009 1.38 0.78 0.15
C -1.6355 -0.3623 -0.0304 -3.28 -2.25 0.58
H 2.9253 -0.4535 0.0607 0.94 -0.17 -0.12
H -0.9845 1.4945 -0.0148 0.78 0.56 -0.03
H -2.6775 0.0341 -0.0126 0.93 -0.30 -0.22
H -1.5992 -1.4634 0.0742 0.41 0.78 -0.28
```
Forces are in eV/Å.